Entry 1:
{"formula": "C6H12O", "method": "ωB97M-V/def2-TZVPD", "symbols": ["C", "C", "C", "C", "O", "C", "C", "H", "H", "H", "H", "H", "H", "H", "H", "H", "H", "H", "H"], "xyz": [[1.489, 1.612, -0.497], [0.833, 0.263, -0.201], [1.713, -0.619, 0.689], [-0.499, 0.477, 0.475], [-1.603, 0.927, -0.379], [-1.657, -0.316, 0.127], [-2.063, -1.593, -0.294], [2.444, 1.473, -1.015], [0.844, 2.234, -1.126], [1.690, 2.159, 0.433], [0.643, -0.259, -1.147], [1.897, -0.140, 1.658], [2.684, -0.791, 0.214], [1.248, -1.594, 0.874], [-0.492, 0.967, 1.448], [-2.612, 0.017, 1.449], [-2.865, -1.661, -1.020], [-2.591, -0.947, 0.925], [-1.349, -2.404, -0.197]], "forces_ev_per_a": [[0.028, 0.051, -0.011], [-0.015, -0.018, -0.019], [0.037, -0.041, 0.039], [0.190, -0.033, 0.144], [-0.144, 0.050, -0.092], [-0.005, -0.183, 0.120], [0.140, -0.105, -0.329], [-0.148, 0.010, 0.075], [0.094, -0.089, 0.089], [-0.037, -0.081, -0.124], [0.020, 0.067, 0.126], [-0.039, -0.050, -0.138], [-0.145, 0.029, 0.058], [0.061, 0.150, -0.031], [0.007, -0.069, -0.134], [0.045, -0.109, -0.148], [0.085, 0.016, 0.107], [-0.082, 0.276, 0.282], [-0.093, 0.128, -0.014]], "largest_force_ev_per_a": 0.40, "multiplicity": 1, "de_lowest_ev": 6.396, "charge": 0, "e_lumo_ha": 0.034}

Entry 2:
{"formula": "C33H67N5O9P", "method": "ωB97M-V/def2-TZVPD", "symbols": ["C", "C", "O", "P", "O", "C", "C", "C", "N", "C", "N", "C", "C", "C", "O", "N", "C", "C", "N", "N", "O", "C", "C", "H", "H", "H", "H", "H", "H", "H", "H", "H", "H", "H", "H", "H", "H", "H", "H", "H", "H", "H", "H", "H", "H", "H", "H", "H", "H", "H", "C", "C", "C", "O", "C", "H", "H", "H", "H", "H", "H", "H", "H", "C", "C", "C", "O", "C", "H", "H", "H", "H", "H", "H", "H", "H", "C", "C", "C", "O", "C", "H", "H", "H", "H", "H", "H", "H", "H", "C", "C", "C", "O", "C", "H", "H", "H", "H", "H", "H", "H", "H", "C", "C", "C", "O", "C", "H", "H", "H", "H", "H", "H", "H", "H"], "xyz": [[-5.203, 0.497, -3.885], [-4.061, 0.893, -2.971], [-2.809, 0.596, -3.641], [-1.644, -0.296, -3.053], [-0.801, -0.947, -4.070], [-0.610, 0.738, -1.982], [-1.091, 2.133, -1.537], [-1.118, 2.367, -0.023], [0.126, 3.021, 0.420], [0.938, 2.502, 1.320], [0.741, 1.359, 1.994], [1.793, 1.222, 2.793], [2.026, 0.127, 3.774], [0.750, -0.119, 4.592], [-0.100, -0.813, 4.174], [0.733, 0.566, 5.831], [-0.120, 1.777, 5.724], [0.236, -0.314, 6.906], [2.653, 2.224, 2.619], [2.107, 3.075, 1.691], [-2.437, -1.249, -2.061], [-1.808, -2.514, -1.721], [-2.384, -3.056, -0.427], [-5.147, 1.051, -4.828], [-5.173, -0.569, -4.116], [-6.159, 0.730, -3.406], [-4.071, 1.967, -2.760], [-4.106, 0.351, -2.026], [0.311, 0.822, -2.571], [-0.373, 0.117, -1.106], [-0.415, 2.870, -1.987], [-2.088, 2.354, -1.924], [-1.188, 1.434, 0.539], [-1.966, 2.992, 0.272], [0.365, 3.898, -0.017], [2.269, -0.790, 3.221], [2.845, 0.390, 4.442], [0.356, 2.623, 6.228], [-1.097, 1.592, 6.181], [-0.290, 2.053, 4.678], [0.395, 0.194, 7.858], [0.810, -1.245, 6.919], [-0.826, -0.547, 6.790], [3.533, 2.412, 3.074], [2.558, 3.925, 1.394], [-0.728, -2.333, -1.618], [-1.920, -3.199, -2.566], [-3.414, -2.744, -0.250], [-2.375, -4.150, -0.465], [-1.760, -2.774, 0.426], [-1.795, -1.655, -7.247], [-2.227, -2.401, -8.510], [-3.429, -3.190, -8.001], [-4.022, -2.393, -6.977], [-3.140, -1.328, -6.616], [-1.200, -0.765, -7.441], [-1.222, -2.304, -6.585], [-2.538, -1.695, -9.283], [-1.453, -3.044, -8.926], [-3.116, -4.151, -7.576], [-4.177, -3.383, -8.771], [-3.544, -0.385, -7.005], [-3.091, -1.260, -5.532], [3.472, 4.791, -3.659], [4.131, 4.204, -2.411], [2.924, 3.978, -1.510], [1.819, 3.704, -2.363], [2.177, 3.994, -3.729], [4.075, 4.683, -4.558], [3.261, 5.852, -3.515], [4.606, 3.252, -2.644], [4.879, 4.855, -1.960], [2.710, 4.886, -0.921], [3.059, 3.134, -0.829], [2.309, 3.051, -4.266], [1.355, 4.543, -4.186], [2.406, -3.541, 0.871], [2.666, -4.325, -0.417], [1.368, -5.114, -0.575], [0.354, -4.264, -0.033], [0.930, -3.211, 0.723], [3.016, -2.641, 0.967], [2.592, -4.183, 1.734], [2.764, -3.639, -1.260], [3.553, -4.954, -0.377], [1.384, -6.067, -0.038], [1.126, -5.308, -1.620], [0.808, -2.270, 0.165], [0.397, -3.115, 1.665], [-4.046, -0.074, 10.357], [-3.020, 0.942, 10.861], [-1.827, 0.638, 9.963], [-2.369, 0.196, 8.716], [-3.769, -0.068, 8.859], [-5.075, 0.192, 10.591], [-3.842, -1.060, 10.779], [-3.377, 1.959, 10.690], [-2.783, 0.837, 11.918], [-1.206, -0.157, 10.388], [-1.195, 1.510, 9.780], [-4.338, 0.720, 8.355], [-3.992, -1.019, 8.375], [4.783, -0.689, -3.516], [3.334, -0.209, -3.410], [2.992, -0.616, -1.984], [4.202, -0.528, -1.231], [5.315, -0.377, -2.122], [5.352, -0.193, -4.300], [4.810, -1.764, -3.702], [3.286, 0.875, -3.521], [2.664, -0.656, -4.142], [2.621, -1.645, -1.956], [2.242, 0.031, -1.518], [5.689, 0.651, -2.061], [6.108, -1.051, -1.800]], "forces_ev_per_a": [[-0.018, 0.150, -0.036], [-0.087, -0.118, -0.137], [0.020, 0.229, 0.096], [0.129, 0.084, -0.200], [-0.315, 0.098, 0.243], [0.430, 0.092, 0.097], [-0.220, 0.071, -0.201], [0.078, -0.133, -0.007], [-0.227, -0.063, 0.117], [0.010, 0.332, -0.252], [0.141, -0.208, 0.329], [-0.110, -0.050, -0.287], [0.155, 0.051, -0.313], [1.201, 1.129, 0.468], [-1.374, -1.477, -0.628], [-0.279, 0.023, 0.263], [0.262, 0.170, 0.012], [0.082, -0.067, 0.014], [0.170, 0.241, 0.196], [0.011, -0.277, 0.187], [-0.100, -0.326, 0.037], [0.419, 0.011, 0.041], [0.127, -0.353, 0.063], [0.005, -0.079, 0.133], [0.018, 0.071, 0.080], [0.114, -0.045, -0.048], [0.002, -0.115, -0.107], [-0.006, 0.010, -0.050], [-0.066, 0.073, 0.221], [0.044, 0.040, -0.147], [-0.247, -0.026, 0.077], [0.107, -0.112, -0.014], [-0.082, 0.073, -0.099], [0.176, 0.013, -0.056], [0.116, -0.093, -0.094], [-0.107, 0.178, 0.085], [0.011, -0.030, -0.088], [-0.084, -0.116, 0.023], [0.030, 0.014, -0.082], [0.052, -0.039, 0.101], [-0.103, -0.037, -0.083], [-0.032, 0.139, -0.030], [0.108, 0.024, 0.091], [-0.040, 0.026, -0.004], [0.041, -0.048, -0.033], [-0.208, -0.180, 0.030], [-0.202, 0.152, 0.118], [0.063, 0.125, -0.176], [0.042, 0.192, 0.055], [-0.272, 0.091, -0.079], [-0.036, -0.040, -0.046], [0.009, 0.003, 0.042], [0.038, 0.021, -0.018], [-0.047, -0.016, 0.043], [-0.015, 0.028, -0.056], [0.002, 0.009, -0.015], [0.003, -0.008, 0.007], [-0.004, 0.008, 0.004], [0.009, -0.002, 0.007], [0.003, 0.004, 0.003], [0.001, -0.002, -0.005], [0.020, 0.001, 0.005], [0.003, -0.015, 0.025], [-0.019, -0.024, 0.030], [-0.043, 0.034, -0.037], [0.077, -0.004, -0.008], [-0.015, 0.017, 0.099], [-0.013, 0.047, -0.019], [0.011, -0.010, 0.005], [-0.008, 0.003, 0.001], [0.021, -0.081, -0.014], [-0.015, 0.021, -0.012], [0.002, 0.005, -0.005], [0.020, -0.053, -0.039], [0.015, -0.003, 0.013], [-0.010, -0.005, -0.001], [0.116, -0.070, -0.038], [-0.011, -0.038, -0.026], [0.171, 0.267, -0.041], [-0.234, -0.253, -0.032], [0.082, 0.140, -0.175], [0.066, -0.058, -0.063], [-0.080, 0.037, 0.045], [0.091, -0.007, 0.008], [-0.011, -0.011, 0.007], [0.022, 0.046, 0.067], [-0.020, -0.053, 0.012], [0.001, 0.020, 0.055], [-0.052, -0.010, 0.175], [0.024, 0.023, -0.006], [-0.011, -0.027, -0.016], [-0.036, 0.013, 0.026], [0.011, 0.040, -0.064], [-0.003, -0.021, 0.045], [-0.002, 0.013, 0.010], [0.009, -0.005, -0.004], [-0.002, 0.004, -0.010], [-0.009, -0.012, 0.007], [-0.005, -0.003, -0.003], [0.002, 0.004, 0.003], [0.004, 0.010, 0.006], [-0.003, -0.004, -0.002], [-0.029, 0.032, 0.041], [0.073, -0.076, 0.016], [-0.176, 0.063, -0.031], [0.054, 0.091, 0.106], [-0.046, -0.072, -0.062], [-0.003, 0.008, -0.012], [0.004, -0.010, 0.007], [-0.004, 0.103, 0.013], [-0.012, -0.008, 0.005], [-0.035, 0.005, 0.014], [0.056, -0.047, -0.019], [-0.005, 0.018, 0.001], [0.014, -0.002, 0.002]], "largest_force_ev_per_a": 2.11, "multiplicity": 1, "charge": 1, "e_lumo_ha": -0.097}